Formula: C22H18N4O5
Source: the Open Molecules 2025 dataset
Level of theory: the ωB97M-V functional and the def2-TZVPD basis

The largest force on an atom comes out at 1.258 eV Å⁻¹. The energy relative to the best compared isomer or geometry (same formula, charge and spin) is 107.4 kcal/mol. For the HOMO energy, the calculation gives -8.47 eV. The orbital gap is 7.845 eV. As for the SMILES: COc1ccccc1/C=N/NC(=O)c1ccc(NC(=O)c2cccc([N+](=O)[O-])c2)cc1. As for the charge: 0.

```
49
Properties=species:S:1:pos:R:3:lowdin_charge:R:1
C 4.88 -2.00 -6.39 -0.0783
H 5.39 -1.10 -6.76 0.0979
O 4.26 -1.76 -5.15 -0.0938
C 3.29 -0.81 -5.07 -0.2271
C 2.85 -0.04 -6.15 -0.0220
C 1.87 0.91 -5.97 -0.0787
C 1.30 1.12 -4.72 -0.0878
C 1.73 0.37 -3.65 -0.0261
C 2.72 -0.60 -3.80 -0.1336
C 3.16 -1.39 -2.67 -0.0658
N 2.72 -1.15 -1.50 0.0408
N 3.13 -1.90 -0.47 0.0555
C 2.70 -1.76 0.82 -0.4264
O 3.02 -2.57 1.66 0.0754
C 1.83 -0.58 1.11 -0.1395
C 2.02 0.66 0.52 -0.0288
C 1.20 1.72 0.86 -0.0093
C 0.18 1.55 1.79 -0.2489
C 0.02 0.32 2.42 -0.0091
C 0.85 -0.73 2.08 0.0062
H 0.74 -1.69 2.57 0.1239
H -0.73 0.20 3.19 0.1196
N -0.63 2.65 2.10 0.1426
C -1.94 2.70 2.48 -0.4327
O -2.44 3.73 2.87 0.0978
C -2.74 1.45 2.29 -0.1437
C -3.63 1.07 3.29 0.0729
C -4.43 -0.04 3.10 -0.1339
C -4.39 -0.76 1.91 0.0149
C -3.53 -0.36 0.91 -0.0399
C -2.71 0.74 1.10 -0.0140
H -2.05 1.06 0.30 0.1262
H -3.50 -0.90 -0.02 0.1119
H -5.04 -1.62 1.80 0.1209
N -5.34 -0.45 4.15 -0.3625
O -6.11 -1.35 3.90 0.0842
O -5.27 0.12 5.21 0.0914
H -3.69 1.63 4.22 0.1363
H -0.18 3.56 2.07 0.1618
H 1.35 2.69 0.40 0.1147
H 2.81 0.81 -0.20 0.1073
H 3.75 -2.70 -0.64 0.1648
H 3.88 -2.19 -2.87 0.1294
H 1.31 0.51 -2.67 0.1044
H 0.53 1.87 -4.60 0.1010
H 1.54 1.49 -6.82 0.1050
H 3.28 -0.19 -7.13 0.1022
H 5.61 -2.78 -6.21 0.0953
H 4.16 -2.35 -7.14 0.0977
```

Formula: C3H8N3
Source: the Open Molecules 2025 dataset
Level of theory: the ωB97M-V functional and the def2-TZVPD basis

The largest force on an atom comes out at 3.430 eV Å⁻¹. The energy relative to the best compared isomer or geometry (same formula, charge and spin) is 59.3 kcal/mol. For the HOMO energy, the calculation gives -14.01 eV. The orbital gap is 10.626 eV. As for the SMILES: N[C@H]1CN1C=[NH2+]. As for the charge: +1.

```
14
Properties=species:S:1:pos:R:3:lowdin_charge:R:1
C 1.31 -0.68 -0.21 -0.1131
C -0.36 1.10 0.03 -0.1089
C -1.43 0.12 -0.38 -0.1722
N 0.22 -0.03 -0.52 -0.0015
N 2.43 -0.05 0.14 0.1997
N -2.15 -0.83 0.27 0.1222
H 1.40 -1.73 -0.15 0.1470
H -0.15 2.03 -0.59 0.1495
H -0.09 1.26 1.15 0.1635
H -1.68 0.43 -1.39 0.1536
H 2.46 0.88 0.44 0.1031
H -2.33 -0.66 1.24 0.1068
H -2.93 -1.35 -0.15 0.1363
H 3.30 -0.50 0.15 0.1139
```

Formula: C5H8O
Source: the Open Molecules 2025 dataset
Level of theory: the ωB97M-V functional and the def2-TZVPD basis

The largest force on an atom comes out at 3.535 eV Å⁻¹. The energy relative to the best compared isomer or geometry (same formula, charge and spin) is 71.6 kcal/mol. For the HOMO energy, the calculation gives -8.44 eV. The orbital gap is 9.454 eV. As for the charge: 0.

```
14
Properties=species:S:1:pos:R:3:lowdin_charge:R:1
C 1.57 0.39 -0.66 -0.0874
C 0.70 0.30 0.35 -0.2131
C -0.05 -0.81 -0.62 -0.2987
C 0.36 0.90 1.65 -0.0906
C -1.50 -0.49 -1.02 -0.0451
O 1.00 -0.53 -1.55 -0.0696
H 2.62 0.51 -0.77 0.1124
H 0.05 -1.76 -0.10 0.1367
H -0.51 0.33 2.15 0.0956
H -0.08 1.90 1.49 0.0691
H 1.34 0.88 2.35 0.1261
H -1.49 0.56 -1.31 0.0888
H -2.16 -0.90 -0.21 0.0888
H -1.85 -1.28 -1.74 0.0869
```

Formula: C4H8O
Source: the Open Molecules 2025 dataset
Level of theory: the ωB97M-V functional and the def2-TZVPD basis

The largest force on an atom comes out at 0.511 eV Å⁻¹. The energy relative to the best compared isomer or geometry (same formula, charge and spin) is 95.6 kcal/mol. For the HOMO energy, the calculation gives -8.03 eV. The orbital gap is 8.289 eV. As for the charge: 0.

```
13
Properties=species:S:1:pos:R:3:lowdin_charge:R:1
C 1.43 0.58 0.30 -0.0901
C -0.07 0.52 0.40 -0.2915
C -0.87 0.59 -0.73 0.0624
O -0.84 -1.41 -1.20 -0.1925
C -0.70 -1.24 0.09 -0.3057
H 1.90 0.07 1.15 0.0764
H 1.81 1.61 0.27 0.0756
H 1.77 0.07 -0.62 0.0881
H -0.52 0.77 1.36 0.1254
H -0.45 0.69 -1.73 0.1169
H -1.94 0.75 -0.65 0.1179
H -1.60 -1.16 0.73 0.1029
H 0.08 -1.82 0.63 0.1141
```

Among the records above, which one has the lowest orbital gap? C22H18N4O5

Which formula does entry 2 have? C3H8N3

What is the formula in the second record? C3H8N3